{
  "formula": "C6H11N",
  "method": "ωB97M-V/def2-TZVPD",
  "species": ["N", "C", "C", "C", "C", "C", "C", "H", "H", "H", "H", "H", "H", "H", "H", "H", "H", "H"],
  "xyz": [[-0.045, -1.034, -1.256], [-0.809, -2.301, -1.179], [0.900, 1.661, 0.911], [2.110, 2.195, 1.213], [-0.339, -0.022, -0.400], [0.704, 0.916, -0.281], [-1.529, -0.081, 0.520], [-1.810, -1.998, -1.511], [-1.372, -0.692, 1.408], [2.187, 2.733, 2.147], [-1.050, -2.485, -0.133], [1.562, 0.764, -0.927], [-2.304, -0.482, -0.137], [-1.720, 0.909, 0.924], [0.127, 1.746, 1.660], [-0.386, -3.073, -1.800], [2.882, 2.192, 0.456], [0.892, -0.950, -1.615]],
  "multiplicity": 2,
  "e_homo_ev": [-12.97, -14.90],
  "total_charge": 1,
  "relative_energy_kcal_mol": 7.7,
  "energy_ev": -7881.9515,
  "lumo_ev": [-3.8, -6.2],
  "gap_ha": [0.338, 0.319]
}